Entry 1:
{
  "formula": "C18H24NO10P",
  "method": "ωB97M-V/def2-TZVPD",
  "multiplicity": 1,
  "e_tot_ev": -50290.961,
  "smiles": "CCOP(=O)(CCC[C@@H]1OC(=O)O[C@]1(CON=O)OC(=O)c1ccccc1)OCC",
  "lumo_energy_ev": -0.71,
  "species": ["C", "C", "O", "P", "O", "C", "C", "C", "C", "O", "C", "O", "O", "C", "C", "O", "N", "O", "O", "C", "O", "C", "C", "C", "C", "C", "C", "O", "C", "C", "H", "H", "H", "H", "H", "H", "H", "H", "H", "H", "H", "H", "H", "H", "H", "H", "H", "H", "H", "H", "H", "H", "H", "H"],
  "coordinates": [[1.088, 0.589, -4.268], [-0.581, 0.543, -4.227], [-1.110, 0.001, -2.966], [-1.236, -1.736, -2.986], [-0.889, -2.417, -4.370], [0.072, -2.426, -1.717], [-0.783, -3.081, -0.483], [0.072, -3.374, 0.884], [1.345, -2.376, 1.142], [2.366, -2.764, 2.171], [3.321, -1.614, 2.035], [4.650, -1.629, 2.215], [2.499, -0.403, 1.708], [1.066, -0.848, 1.739], [0.108, 0.151, 0.851], [0.922, 0.919, -0.148], [0.029, 1.868, -0.575], [0.584, 2.603, -1.376], [0.556, -0.706, 3.113], [1.240, 0.360, 3.859], [1.921, 0.012, 4.986], [1.245, 1.963, 3.492], [-0.119, 2.864, 3.618], [0.005, 4.457, 3.170], [1.411, 5.140, 2.604], [2.801, 4.219, 2.503], [2.646, 2.641, 2.957], [-2.897, -2.108, -2.486], [-3.495, -0.871, -1.891], [-4.958, -1.189, -1.146], [1.471, -0.295, -4.933], [1.472, 1.644, -4.669], [1.429, 0.525, -3.139], [-0.916, 1.688, -4.258], [-1.037, 0.055, -5.198], [0.734, -1.503, -1.436], [0.728, -3.220, -2.287], [-1.744, -2.450, -0.169], [-1.208, -4.133, -0.850], [0.485, -4.482, 0.940], [-0.669, -3.256, 1.801], [2.060, -2.124, 0.219], [-0.730, -0.387, 0.236], [-0.445, 0.981, 1.501], [-1.143, 2.385, 4.001], [-0.982, 5.112, 3.234], [1.454, 6.281, 2.261], [3.823, 4.636, 2.098], [3.598, 1.964, 2.888], [-2.814, -0.424, -1.026], [-3.715, -0.087, -2.750], [-5.477, -0.153, -0.921], [-5.575, -1.892, -1.848], [-4.679, -1.656, -0.105]]
}

=====

Entry 2:
{
  "formula": "C7H14N2O5",
  "method": "ωB97M-V/def2-TZVPD",
  "multiplicity": 1,
  "e_tot_ev": -20704.175,
  "smiles": "C[C@@H](O)[C@H](N)C(=O)N[C@@H](CO)C(=O)O",
  "lumo_energy_ev": 0.53,
  "species": ["C", "C", "O", "C", "N", "C", "O", "N", "C", "C", "O", "C", "O", "O", "H", "H", "H", "H", "H", "H", "H", "H", "H", "H", "H", "H", "H", "H"],
  "coordinates": [[-3.456, 1.018, 2.209], [-2.464, 0.867, 1.091], [-2.017, 2.164, 0.781], [-1.257, 0.001, 1.408], [-0.289, 0.688, 2.309], [-0.501, -0.382, 0.180], [-1.109, -0.389, -0.890], [0.814, -0.730, 0.374], [1.765, -0.881, -0.676], [1.316, -1.926, -1.651], [1.126, -3.212, -1.078], [2.094, 0.533, -1.237], [1.795, 1.559, -0.702], [2.651, 0.465, -2.484], [-4.231, 1.746, 1.905], [-2.970, 1.344, 3.138], [-3.955, 0.089, 2.443], [-3.007, 0.405, 0.271], [-1.331, 2.050, 0.047], [-1.658, -0.959, 1.785], [-0.098, 1.672, 2.083], [-0.544, 0.649, 3.287], [1.108, -0.367, 1.273], [2.712, -1.131, -0.275], [2.064, -2.024, -2.457], [0.387, -1.610, -2.198], [0.492, -3.064, -0.343], [2.813, 1.421, -2.704]]
}

=====

Entry 3:
{
  "formula": "C23H39BrClIrN2O8Si",
  "method": "ωB97M-V/def2-TZVPD",
  "multiplicity": 1,
  "e_tot_ev": -137121.685,
  "charge": -2,
  "lumo_energy_ev": [3.64, 3.64],
  "species": ["Ir", "O", "C", "O", "C", "C", "C", "N", "C", "C", "C", "O", "O", "H", "H", "H", "O", "Cl", "O", "O", "O", "C", "C", "C", "C", "Si", "Br", "C", "C", "C", "C", "C", "C", "C", "C", "H", "H", "H", "H", "H", "H", "H", "H", "H", "H", "H", "H", "H", "H", "H", "H", "H", "H", "H", "H", "H", "H", "H", "H", "H", "H", "H", "C", "C", "C", "C", "N", "H", "H", "H", "H", "H", "H", "H", "H", "H"],
  "coordinates": [[3.709, -1.041, -0.115], [2.526, 5.725, -1.708], [1.820, 4.754, -2.030], [0.720, 4.720, -2.629], [2.388, 3.365, -1.675], [1.956, 2.241, -2.376], [2.405, 0.988, -2.019], [3.243, 0.823, -0.994], [3.711, 1.891, -0.335], [3.313, 3.177, -0.653], [4.659, 1.532, 0.790], [5.318, 2.389, 1.349], [4.663, 0.262, 1.073], [1.245, 2.375, -3.180], [2.083, 0.083, -2.519], [3.713, 4.018, -0.105], [5.846, -4.149, -2.506], [6.297, -2.912, -1.899], [5.410, -1.823, -2.324], [7.651, -2.623, -2.316], [6.250, -3.040, -0.447], [-4.445, 0.463, 2.106], [-2.911, 0.542, 2.136], [-2.385, -0.686, 2.899], [-2.508, 1.762, 2.980], [-2.167, 0.694, 0.365], [0.007, 0.285, 0.593], [-2.809, -0.672, -0.823], [-1.857, -0.888, -2.013], [-2.899, -2.026, -0.103], [-4.203, -0.327, -1.372], [-2.290, 2.462, -0.365], [-3.698, 3.057, -0.200], [-1.949, 2.451, -1.864], [-1.274, 3.426, 0.278], [-4.825, 0.445, 3.135], [-4.800, -0.446, 1.616], [-4.905, 1.315, 1.603], [-2.764, -0.639, 3.928], [-1.296, -0.700, 2.945], [-2.712, -1.632, 2.474], [-2.882, 1.619, 4.001], [-2.925, 2.695, 2.606], [-1.423, 1.874, 3.035], [-0.855, -1.167, -1.685], [-1.768, -0.015, -2.655], [-2.250, -1.711, -2.623], [-1.953, -2.306, 0.365], [-3.145, -2.799, -0.840], [-3.680, -2.044, 0.659], [-4.196, 0.578, -1.979], [-4.946, -0.194, -0.582], [-4.548, -1.148, -2.012], [-4.481, 2.424, -0.627], [-3.733, 4.020, -0.722], [-3.954, 3.246, 0.844], [-2.694, 1.930, -2.468], [-0.972, 2.002, -2.045], [-1.877, 3.484, -2.215], [-1.387, 3.525, 1.356], [-1.399, 4.413, -0.177], [-0.248, 3.122, 0.071], [3.226, -3.634, 2.126], [2.412, -3.592, 0.833], [0.922, -3.784, 1.138], [2.911, -4.666, -0.129], [2.587, -2.303, 0.173], [3.119, -4.609, 2.610], [2.889, -2.857, 2.816], [4.279, -3.456, 1.903], [0.752, -4.710, 1.697], [0.350, -3.831, 0.207], [0.543, -2.944, 1.725], [2.776, -5.654, 0.322], [3.965, -4.515, -0.365], [2.351, -4.629, -1.066]]
}

=====

Entry 4:
{
  "formula": "C5H26F15O28S5Zn2",
  "method": "ωB97M-V/def2-TZVPD",
  "multiplicity": 1,
  "e_tot_ev": -254714.717,
  "charge": -1,
  "lumo_energy_ev": -0.44,
  "species": ["Zn", "Zn", "C", "F", "F", "F", "S", "O", "O", "O", "C", "F", "F", "F", "S", "O", "O", "O", "C", "F", "F", "F", "S", "O", "O", "O", "C", "F", "F", "F", "S", "O", "O", "O", "C", "F", "F", "F", "S", "O", "O", "O", "O", "H", "H", "O", "H", "H", "O", "H", "H", "O", "H", "H", "O", "H", "H", "O", "H", "H", "O", "H", "H", "O", "H", "H", "O", "H", "H", "O", "H", "H", "O", "H", "H", "O", "H", "H", "O", "H", "H"],
  "coordinates": [[-8.492, -24.429, 8.672], [-7.347, -18.721, 9.293], [-4.098, -21.549, 7.524], [-3.981, -20.789, 8.655], [-3.135, -22.495, 7.641], [-5.261, -22.106, 7.318], [-3.716, -20.492, 5.938], [-4.806, -19.527, 5.785], [-2.483, -19.708, 6.186], [-3.542, -21.468, 4.836], [-8.334, -21.032, 5.487], [-9.167, -22.001, 4.962], [-7.074, -21.205, 5.154], [-8.762, -19.836, 5.153], [-8.586, -21.273, 7.429], [-10.042, -21.060, 7.516], [-8.195, -22.667, 7.787], [-7.811, -20.273, 8.208], [-4.905, -25.742, 6.515], [-3.916, -24.829, 6.562], [-5.783, -25.337, 5.642], [-4.383, -26.928, 6.114], [-5.671, -25.843, 8.216], [-6.590, -24.753, 8.275], [-6.347, -27.212, 8.312], [-4.647, -25.639, 9.189], [-6.794, -20.284, 13.395], [-7.951, -20.935, 13.162], [-6.976, -18.970, 13.484], [-6.200, -20.839, 14.460], [-5.699, -20.579, 11.696], [-4.311, -20.170, 12.057], [-5.872, -22.015, 11.398], [-6.393, -19.824, 10.606], [-9.251, -22.034, 1.692], [-8.210, -21.789, 2.466], [-10.426, -22.061, 2.387], [-9.342, -21.143, 0.769], [-8.996, -23.755, 0.845], [-7.696, -23.621, 0.068], [-9.052, -24.678, 1.989], [-10.225, -23.991, -0.016], [-10.519, -24.090, 8.812], [-11.029, -23.622, 8.151], [-11.101, -24.143, 9.571], [-12.152, -23.072, 6.867], [-12.226, -22.245, 6.391], [-12.554, -23.720, 6.287], [-12.446, -20.511, 6.140], [-12.671, -19.604, 6.346], [-11.510, -20.575, 6.331], [-5.205, -18.916, 3.162], [-6.123, -18.942, 2.891], [-5.212, -19.234, 4.064], [-8.219, -23.571, 10.450], [-7.415, -23.071, 10.591], [-8.686, -23.515, 11.284], [-8.009, -16.930, 5.530], [-7.701, -16.361, 4.825], [-8.577, -17.566, 5.094], [-5.560, -18.391, 8.309], [-5.503, -18.525, 7.363], [-4.671, -18.152, 8.572], [-10.958, -21.247, 10.217], [-11.041, -21.448, 9.285], [-11.203, -22.059, 10.661], [-5.248, -21.804, 2.796], [-4.993, -21.464, 3.654], [-5.868, -22.506, 2.990], [-8.534, -17.495, 8.129], [-8.289, -17.222, 7.245], [-9.381, -17.076, 8.284], [-7.874, -19.056, 2.681], [-8.050, -19.994, 2.752], [-8.741, -18.651, 2.659], [-10.634, -18.383, 3.154], [-11.313, -19.048, 3.041], [-10.735, -18.089, 4.059], [-9.327, -19.025, 10.123], [-9.892, -19.783, 10.272], [-9.787, -18.296, 10.539]]
}

=====

Entry 5:
{
  "formula": "C2H15NO4",
  "method": "ωB97M-V/def2-TZVPD",
  "multiplicity": 1,
  "e_tot_ev": -11997.405,
  "smiles": "CCN.O.O.O.O",
  "lumo_energy_ev": 0.66,
  "species": ["C", "C", "N", "H", "H", "H", "H", "H", "H", "H", "O", "H", "H", "O", "H", "H", "O", "H", "H", "O", "H", "H"],
  "coordinates": [[-0.874, 0.830, 0.264], [-2.207, 0.051, 0.195], [-2.028, -1.059, -0.778], [-0.122, 0.108, 0.578], [-0.546, 1.212, -0.694], [-0.921, 1.698, 0.921], [-2.377, -0.270, 1.215], [-2.896, 0.774, -0.229], [-2.432, -1.900, -0.405], [-2.554, -0.836, -1.606], [0.401, -3.230, 1.106], [0.938, -2.598, 0.583], [0.133, -3.782, 0.360], [3.154, 2.003, 1.184], [3.290, 2.246, 2.101], [2.780, 1.114, 1.163], [1.265, 2.896, -0.524], [1.652, 3.382, -1.257], [2.012, 2.669, 0.066], [0.751, -1.680, -1.157], [-0.217, -1.490, -1.082], [0.799, -2.138, -2.004]]
}

=====

Entry 6:
{
  "formula": "C11H13BClNNd",
  "method": "ωB97M-V/def2-TZVPD",
  "multiplicity": 4,
  "e_tot_ev": -41584.654,
  "s_squared": 3.7550,
  "charge": -1,
  "lumo_energy_ev": [1.45, 1.80],
  "species": ["C", "C", "C", "H", "C", "C", "H", "H", "H", "H", "Nd", "Cl", "C", "C", "C", "H", "C", "C", "H", "H", "H", "H", "B", "C", "N", "H", "H", "H"],
  "coordinates": [[2.634, -1.019, 1.717], [1.581, -0.322, 2.371], [1.379, 0.927, 1.703], [0.988, -0.719, 3.205], [2.311, 0.984, 0.619], [3.078, -0.222, 0.629], [3.936, -0.458, -0.029], [3.080, -1.987, 2.013], [0.549, 1.615, 1.855], [2.385, 1.772, -0.145], [0.616, -0.919, -0.166], [1.493, -3.209, -0.848], [-4.570, -0.108, 0.058], [-4.298, 1.268, -0.207], [-4.128, 1.934, 1.045], [-4.250, 1.740, -1.201], [-4.297, 0.968, 2.085], [-4.571, -0.294, 1.474], [-4.771, -1.238, 2.005], [-4.772, -0.885, -0.695], [-3.925, 3.007, 1.187], [-4.247, 1.168, 3.167], [3.592, -0.694, -4.047], [2.589, -0.500, -2.884], [1.824, -0.344, -1.989], [4.717, -0.651, -3.603], [3.391, 0.049, -4.997], [3.687, -1.865, -4.325]]
}